Run 1
Below is one molecule with the formula C19H38O2, with properties calculated with ωB97M-V/def2-TZVPD.

Computed properties:
* SMILES: CCCCCCCCCCCCCCCCCCC(=O)O
* gap between HOMO and LUMO: 11.2 eV
* HOMO energy: -10.5 eV

Each line ends with the Mulliken charge.
Atoms and positions in Å:
1 C -6.25 -4.53 -0.09  -1.3508
2 C -5.63 -3.20 0.30  -0.1869
3 C -6.45 -2.02 -0.24  -0.7008
4 C -5.93 -0.66 0.22  -0.6405
5 C -4.57 -0.30 -0.37  -0.5493
6 C -4.13 1.11 0.02  -0.8323
7 C -2.77 1.47 -0.56  -0.5329
8 C -2.33 2.88 -0.16  -0.7227
9 C -1.02 3.32 -0.82  -0.7493
10 C 0.19 2.52 -0.35  -0.3351
11 C 1.49 3.07 -0.94  -0.9381
12 C 2.72 2.21 -0.60  -0.5105
13 C 3.08 2.24 0.88  -0.5512
14 C 4.41 1.55 1.18  -0.9505
15 C 4.36 0.03 0.99  -0.0914
16 C 5.69 -0.62 1.34  -0.7419
17 C 5.65 -2.15 1.33  -0.8690
18 C 5.27 -2.74 -0.03  -0.5025
19 C 6.24 -2.30 -1.09  0.5059
20 O 7.43 -2.49 -1.08  -0.5740
21 O 5.63 -1.65 -2.10  -0.4388
22 H -5.66 -5.36 0.30  0.3751
23 H -6.30 -4.62 -1.17  0.3360
24 H -7.26 -4.62 0.30  0.3353
25 H -4.61 -3.15 -0.08  0.2412
26 H -5.58 -3.13 1.39  0.2777
27 H -6.45 -2.06 -1.33  0.3113
28 H -7.48 -2.13 0.10  0.3680
29 H -6.65 0.11 -0.07  0.3499
30 H -5.86 -0.64 1.31  0.3052
31 H -4.62 -0.37 -1.46  0.3075
32 H -3.81 -1.01 -0.02  0.2840
33 H -4.88 1.83 -0.33  0.3789
34 H -4.09 1.19 1.11  0.3463
35 H -2.81 1.41 -1.65  0.3008
36 H -2.03 0.74 -0.22  0.2656
37 H -3.11 3.59 -0.44  0.3819
38 H -2.22 2.93 0.93  0.3233
39 H -0.85 4.37 -0.59  0.3686
40 H -1.11 3.23 -1.90  0.3692
41 H 0.24 2.56 0.74  0.2686
42 H 0.09 1.47 -0.65  0.2444
43 H 1.65 4.09 -0.58  0.3632
44 H 1.39 3.11 -2.03  0.3704
45 H 3.57 2.58 -1.18  0.3806
46 H 2.53 1.19 -0.92  0.1973
47 H 3.14 3.28 1.20  0.3349
48 H 2.29 1.75 1.46  0.2519
49 H 5.19 1.97 0.55  0.3823
50 H 4.68 1.76 2.22  0.3581
51 H 4.11 -0.18 -0.05  0.1147
52 H 3.57 -0.39 1.62  0.2642
53 H 6.00 -0.30 2.34  0.4366
54 H 6.46 -0.28 0.64  0.2998
55 H 6.63 -2.53 1.61  0.3598
56 H 4.92 -2.50 2.07  0.4007
57 H 5.31 -3.83 0.03  0.3727
58 H 4.26 -2.44 -0.33  0.3038
59 H 6.28 -1.38 -2.77  0.3329

---

Run 2
Below is C19H38O2 as an isolated structure, with properties calculated with ωB97M-V/def2-TZVPD.

Computed properties:
* gap between HOMO and LUMO: 9.9 eV
* HOMO energy: -9.2 eV

Each line ends with the Mulliken charge.
Atoms and positions in Å:
1 C -3.23 0.58 3.94  -1.2071
2 C -2.35 0.76 2.79  -0.8823
3 C -1.22 -0.33 2.71  0.2690
4 C -1.68 -1.69 2.25  -1.0497
5 C -2.54 -1.89 0.83  -2.2204
6 C -1.79 -1.23 -0.34  -0.0711
7 C -2.65 -1.37 -1.60  -0.6579
8 C -1.87 -1.37 -2.84  -1.2256
9 C -1.54 0.15 -3.05  -0.6722
10 C -0.26 0.61 -2.63  0.7952
11 C 0.16 2.13 -2.61  -1.5893
12 C 1.50 2.50 -2.07  -0.5847
13 C 1.13 2.66 -0.79  -0.2446
14 C 2.48 3.08 0.23  -1.1966
15 H 2.99 3.82 -0.36  0.3760
16 H 2.26 3.44 1.16  0.5463
17 C 3.37 1.95 0.00  -0.2248
18 C 2.83 0.75 0.69  0.5912
19 O 2.28 0.50 1.93  -0.7026
20 O 2.94 -0.26 -0.04  -0.2956
21 C 2.42 -1.70 0.28  1.5980
22 C 2.16 -2.25 -0.85  -1.3855
23 H 1.45 -1.82 -1.49  0.1291
24 H 3.02 -2.47 -1.40  0.5416
25 H 1.70 -3.61 -0.59  0.2302
26 C 3.25 -2.40 1.29  -1.2180
27 H 4.19 -2.51 0.58  0.2422
28 H 2.92 -3.37 1.70  0.3455
29 H 3.52 -1.62 2.11  0.2974
30 H 1.37 -1.34 0.85  -0.5018
31 H 4.38 2.09 0.83  0.2981
32 H 3.86 1.56 -0.95  0.2501
33 H 0.73 1.85 -0.12  -0.2200
34 H 0.45 3.56 -0.55  0.2957
35 H 2.13 1.86 -2.39  0.7144
36 H 1.69 3.52 -2.33  0.2192
37 H -0.76 2.52 -2.39  0.7623
38 H 0.02 2.59 -3.77  0.2877
39 H -0.04 0.39 -1.50  -0.5420
40 H 0.64 0.18 -3.06  0.3335
41 H -2.50 0.96 -2.51  0.2368
42 H -1.64 0.73 -4.01  0.3655
43 H -2.52 -1.53 -3.69  0.2348
44 H -1.02 -1.78 -3.02  0.8560
45 H -2.79 -2.67 -1.50  0.2704
46 H -3.72 -1.05 -1.46  0.2235
47 H -0.97 -1.81 -0.41  0.2412
48 H -1.77 -0.23 -0.27  0.5667
49 H -3.38 -1.31 1.23  0.3029
50 H -2.67 -2.73 0.94  1.2441
51 H -0.74 -2.36 2.19  0.4084
52 H -2.18 -2.09 3.16  0.5861
53 H -0.55 -0.08 1.89  -0.9903
54 H -0.65 -0.21 3.47  1.1473
55 H -1.88 1.86 2.93  0.3640
56 H -2.85 1.08 1.98  0.5954
57 H -3.72 -0.43 3.64  0.2125
58 H -3.80 1.42 4.04  0.5026
59 H -2.60 0.39 4.94  0.2009

---

Run 3
Below is one molecule with the formula C19H38O2, with properties calculated with ωB97M-V/def2-TZVPD.

Computed properties:
* SMILES: CCCCCCCCCCCCCCCC(=O)OC(C)C
* gap between HOMO and LUMO: 11.1 eV
* HOMO energy: -10.2 eV

Each line ends with the Mulliken charge.
Atoms and positions in Å:
1 C 3.62 2.17 -3.76  -1.1538
2 C 3.66 1.02 -4.76  -0.4585
3 C 2.30 0.35 -4.97  -0.6764
4 C 2.09 -0.93 -4.17  -0.8300
5 C 2.07 -0.73 -2.66  -0.1476
6 C 1.71 -2.01 -1.91  -1.1114
7 C 1.66 -1.80 -0.40  0.1407
8 C 1.20 -3.05 0.34  -0.6889
9 C 1.07 -2.85 1.85  -1.0528
10 C -0.08 -1.92 2.23  0.3496
11 C -0.26 -1.79 3.74  -1.0794
12 C -1.34 -0.76 4.10  -0.4271
13 C -0.83 0.68 3.95  -0.5476
14 C -1.94 1.73 4.01  -0.9884
15 C -2.87 1.68 2.79  -0.5101
16 C -2.10 1.84 1.51  0.5275
17 O -1.27 2.69 1.29  -0.6063
18 O -2.44 0.90 0.63  -0.3496
19 C -1.78 0.90 -0.65  0.7432
20 C -1.91 -0.50 -1.22  -1.0837
21 C -2.41 1.95 -1.56  -1.5964
22 H 2.95 2.95 -4.11  0.3289
23 H 4.61 2.60 -3.63  0.3431
24 H 3.27 1.84 -2.78  0.2555
25 H 4.38 0.27 -4.42  0.3046
26 H 4.02 1.41 -5.71  0.3484
27 H 1.50 1.06 -4.72  0.3418
28 H 2.19 0.10 -6.03  0.3330
29 H 1.14 -1.38 -4.47  0.3802
30 H 2.88 -1.65 -4.43  0.3302
31 H 1.35 0.05 -2.41  0.1611
32 H 3.05 -0.39 -2.32  0.3280
33 H 2.43 -2.79 -2.15  0.4490
34 H 0.73 -2.36 -2.25  0.3557
35 H 2.66 -1.52 -0.04  0.4046
36 H 0.99 -0.97 -0.19  -0.4119
37 H 1.91 -3.86 0.15  0.3793
38 H 0.23 -3.37 -0.06  0.3245
39 H 2.00 -2.45 2.24  0.3748
40 H 0.90 -3.82 2.32  0.3776
41 H 0.10 -0.93 1.80  -0.0928
42 H -1.01 -2.30 1.79  0.2222
43 H 0.69 -1.49 4.19  0.3654
44 H -0.54 -2.76 4.15  0.4264
45 H -2.20 -0.92 3.45  0.2308
46 H -1.67 -0.92 5.13  0.3754
47 H -0.30 0.79 3.01  0.2393
48 H -0.12 0.88 4.76  0.3941
49 H -2.53 1.60 4.92  0.4248
50 H -1.47 2.72 4.04  0.3538
51 H -3.58 2.51 2.86  0.3310
52 H -3.43 0.75 2.75  0.2905
53 H -0.72 1.15 -0.48  0.3302
54 H -2.96 -0.74 -1.39  0.4625
55 H -1.38 -0.57 -2.17  0.3089
56 H -1.50 -1.23 -0.53  0.0461
57 H -1.92 1.93 -2.53  0.3979
58 H -2.28 2.94 -1.13  0.3853
59 H -3.47 1.75 -1.69  0.3469

---

Stability ranking, top and bottom: run 1 is the most stable and run 2 is the least stable.

---

Run 1
Below is one molecule with the formula C5H11O4P, with properties calculated with ωB97M-V/def2-TZVPD.

Computed properties:
* SMILES: CC(C)C(=O)CP(=O)(O)O
* gap between HOMO and LUMO: 10.6 eV
* HOMO energy: -10.0 eV

Each line ends with the Mulliken charge.
Atoms and positions in Å:
1 C -0.70 0.10 -2.22  -1.2950
2 C 0.55 -0.31 -1.50  0.5587
3 C 0.60 -1.82 -1.57  -1.4921
4 C 0.64 0.18 -0.08  0.6209
5 O 1.74 0.51 0.29  -0.6486
6 C -0.60 0.16 0.78  -0.8104
7 P -0.20 0.72 2.43  0.8096
8 O 0.42 -0.36 3.25  -0.6803
9 O -1.48 1.27 3.07  -0.4876
10 O 0.80 1.87 2.42  -0.5014
11 H -0.67 1.20 -2.54  0.3024
12 H -0.97 -0.49 -3.13  0.3572
13 H -1.47 0.17 -1.47  0.2852
14 H 1.37 0.01 -2.08  0.4151
15 H 0.63 -2.08 -2.64  0.4130
16 H 1.50 -2.08 -1.02  0.3847
17 H -0.30 -2.25 -1.10  0.3337
18 H -1.40 0.82 0.42  0.4219
19 H -0.90 -0.89 0.92  0.2997
20 H -1.15 1.79 3.83  0.3253
21 H 1.59 1.48 1.95  0.3881

---

Run 2
Below is a 3-piece molecular cluster, C5H11O4P overall, with properties calculated with ωB97M-V/def2-TZVPD.

Computed properties:
* SMILES: C[C@@H]1CO1.COP=O.C=O
* gap between HOMO and LUMO: 9.8 eV
* HOMO energy: -9.9 eV

Each line ends with the Mulliken charge.
Atoms and positions in Å:
1 C -4.74 -0.30 0.13  -1.1575
2 C -3.81 -0.17 -1.07  0.3896
3 C -2.32 0.06 -1.05  -0.4477
4 O -3.27 1.09 -1.45  -0.4178
5 H -4.53 0.45 0.88  0.3338
6 H -4.73 -1.27 0.59  0.3011
7 H -5.87 -0.23 -0.17  0.2571
8 H -4.30 -0.75 -1.94  0.2390
9 H -1.85 0.22 -0.09  0.2393
10 H -1.82 -0.38 -1.90  0.2576
11 C 2.25 1.52 1.19  -0.3537
12 O 2.49 0.21 1.52  -0.1874
13 P 2.41 -1.10 0.57  0.4235
14 O 2.03 -0.64 -0.78  -0.5102
15 H 3.15 1.80 0.58  0.2141
16 H 2.16 1.96 2.20  0.2057
17 H 1.24 1.60 0.64  0.1634
18 C 5.41 -1.34 -0.74  -0.0187
19 O 4.74 -1.32 0.22  -0.3717
20 H 6.17 -0.58 -1.09  0.2078
21 H 5.48 -2.20 -1.38  0.2327

---

Stability ranking, top and bottom: run 1 is the most stable and run 2 is the least stable.

---

Run 1
Below is a 2-piece molecular cluster, C7H8N4 overall, with properties calculated with ωB97M-V/def2-TZVPD.

Computed properties:
* gap between HOMO and LUMO (alpha / beta): 8.1 / 8.0 eV
* HOMO energy (alpha / beta): -8.5 / -8.1 eV

Each line ends with the Mulliken charge.
Atoms and positions in Å:
1 C -3.02 0.11 -1.00  -0.5628
2 C -2.93 0.93 0.13  -0.3823
3 C 1.97 0.66 0.72  -0.2740
4 C -2.08 -0.92 -0.83  -0.3174
5 C -1.92 0.47 0.87  -0.1560
6 C 3.23 0.87 0.18  -0.3721
7 C 1.56 -0.52 0.12  0.2726
8 N 2.44 -0.97 -0.76  -0.7604
9 N 3.47 -0.15 -0.66  0.2747
10 N -1.43 -0.70 0.34  0.8030
11 N -0.55 -1.50 0.86  -1.0013
12 H -3.63 0.49 -1.76  0.4091
13 H -3.35 1.93 0.32  0.3424
14 H 1.62 1.23 1.56  0.3290
15 H -1.74 -1.82 -1.35  0.2671
16 H -1.43 0.95 1.73  0.3407
17 H 3.98 1.58 0.60  0.3166
18 H 4.19 -0.19 -1.28  0.1866
19 H -0.38 -2.43 0.21  0.2843

---

Run 2
Below is one molecule with the formula C7H8N4, with properties calculated with ωB97M-V/def2-TZVPD.

Computed properties:
* gap between HOMO and LUMO (alpha / beta): 8.0 / 8.0 eV
* HOMO energy (alpha / beta): -7.9 / -7.9 eV

Each line ends with the Mulliken charge.
Atoms and positions in Å:
1 C -0.55 2.27 -1.31  0.3301
2 C 1.26 -0.63 0.22  -0.5459
3 C 0.27 -1.56 0.36  -0.2798
4 C 0.11 1.26 -0.79  -0.5676
5 C 1.20 0.78 -0.18  1.2338
6 C -1.69 -0.32 -0.38  0.3785
7 C 2.50 1.54 0.01  -1.4496
8 N -1.10 3.14 -1.76  -0.5186
9 N -2.73 0.36 -0.62  -0.4714
10 N -1.11 -1.33 0.22  0.0893
11 N -1.98 -2.17 1.00  -0.6537
12 H 2.32 -0.99 0.35  0.2693
13 H 0.59 -2.57 0.68  0.3304
14 H 3.01 1.09 0.77  0.4724
15 H 2.25 2.61 0.34  0.3309
16 H 3.06 1.59 -0.87  0.3372
17 H -3.66 0.09 -0.57  0.2218
18 H -2.07 -3.03 0.58  0.2314
19 H -1.69 -2.11 1.95  0.2616

---

Run 3
Below is a 2-piece molecular cluster, C7H8N4 overall, with properties calculated with ωB97M-V/def2-TZVPD.

Computed properties:
* gap between HOMO and LUMO: 9.3 eV
* HOMO energy: -8.4 eV

Each line ends with the Mulliken charge.
Atoms and positions in Å:
1 C -0.98 0.63 -0.82  0.4187
2 C 0.48 1.94 -2.92  -0.1346
3 C 0.35 1.72 2.25  -0.4776
4 C 0.88 0.43 2.19  -0.5671
5 C -0.46 1.89 1.16  -0.7958
6 C 0.44 -0.18 1.05  0.6289
7 C 0.81 -1.49 0.39  -1.2225
8 N -1.56 -0.15 -2.97  -1.0387
9 N -1.36 0.03 -1.77  0.6008
10 N -0.39 0.72 0.36  0.0078
11 N 0.44 1.70 -4.06  -0.1122
12 H 0.54 2.43 2.99  0.4770
13 H 1.56 -0.08 2.89  0.3762
14 H -0.96 2.67 0.85  0.4948
15 H 1.65 -1.49 -0.37  0.2366
16 H 1.03 -2.34 1.12  0.3219
17 H -0.03 -1.76 -0.14  0.3651
18 H -2.38 -0.63 -3.21  0.1871
19 H 0.55 1.49 -4.97  0.2335

---

Stability ranking, top and bottom: run 3 is the most stable and run 1 is the least stable.